[1]
Density functional theory data (ωB97M-V/def2-TZVPD) for the molecule C5H7N in a non-equilibrium geometry.

```
13
Properties=species:S:1:pos:R:3:forces:R:3:nbo_charge:R:1
C 0.684583 -1.687411 -0.205998 2.7465 -0.1202 -0.6682 -0.07
C 1.053491 -0.428997 -0.304047 -2.3465 -3.2643 -0.2440 0.19
C -1.989762 0.735602 0.233760 -3.9266 5.3978 1.0903 -0.37
C -1.496373 -0.522470 0.258956 3.9629 -5.2138 -1.8143 -0.20
C 1.685725 0.846628 -0.219398 3.1696 -0.8734 -2.1329 -0.68
N -0.448529 -0.910860 -0.652894 -1.2243 1.3327 2.4106 -0.35
H 1.160811 -2.757664 -0.191299 -1.6457 2.1450 0.1876 0.24
H -2.851451 0.935737 0.985511 1.7654 0.1095 -1.5707 0.18
H -1.426721 1.511624 -0.194793 0.3132 1.2512 -0.3477 0.16
H -2.072537 -1.146237 0.838140 -0.5043 -2.5422 0.8369 0.17
H 1.503220 1.254640 0.701700 -0.7080 1.3023 2.3630 0.25
H 1.359512 1.527161 -1.018316 0.2845 -0.2370 0.1825 0.25
H 2.838034 0.642251 -0.231317 -1.8865 0.7124 -0.2931 0.24
```
Positions in Å, forces in eV/Å.

E_tot, eV: -6779.5158
Expectation value of S²: 2.0085
Energy above the lowest of the compared OMol25 structures with the same formula, charge and spin, kcal per mole: 94.1
Multiplicity: 3

***

[2]
Density functional theory data (ωB97M-V/def2-TZVPD) for a structure of composition C5H7N2 in a non-equilibrium geometry.

```
14
Properties=species:S:1:pos:R:3:forces:R:3:nbo_charge:R:1
C 0.110019 1.241474 0.712008 0.8934 0.0288 -0.4189 -0.24
C 1.142996 0.700472 0.052961 -0.4552 0.9676 0.7247 0.00
C -1.088572 0.494043 0.705425 1.2228 -3.6382 -2.0176 0.24
C -2.315193 0.407433 1.127396 -0.3184 0.2279 0.0746 -0.36
C 1.721076 -1.113183 -1.354078 -0.1467 0.0385 0.0673 -0.04
N -0.314821 -1.009144 -0.229897 -2.8011 2.5869 3.0350 -0.45
N 0.863530 -0.538915 -0.574628 1.0273 -0.4000 -1.0707 -0.08
H 0.156605 2.193393 1.217501 0.1295 0.0782 0.0434 0.29
H 2.128825 1.112643 -0.056644 0.1283 -0.0403 -0.0492 0.26
H -2.960094 -0.432524 0.930989 0.0500 -0.1724 -0.0702 0.26
H -2.749564 1.228685 1.687274 0.1284 0.0636 0.0211 0.27
H 1.480883 -2.041282 -1.842788 -0.1901 -0.1375 0.0790 0.23
H 2.685885 -0.669935 -1.513056 0.0672 0.2896 0.0653 0.23
H -0.861574 -1.573160 -0.862464 0.2646 0.1071 -0.4836 0.41
```
Positions in Å, forces in eV/Å.

E_tot, eV: -8267.8366
Energy above the lowest of the compared OMol25 structures with the same formula, charge and spin, kcal per mole: 113.9
Multiplicity: 1
Charge: +1

***

[3]
Density functional theory data (ωB97M-V/def2-TZVPD) for a cluster of 2 separate species, C5H7N2 in total in a non-equilibrium geometry.

```
14
Properties=species:S:1:pos:R:3:forces:R:3:nbo_charge:R:1
C -0.954454 0.103402 0.728231 1.8817 -1.0064 -1.0441 -0.46
C -1.028827 -0.914323 -0.285450 0.5167 1.5237 -0.0154 0.05
C -1.759506 0.278116 1.836650 1.0729 -0.1377 -1.5577 0.67
C 0.504272 0.504286 0.371032 -0.3927 3.3086 0.4009 -0.25
C 0.176572 -0.102961 -0.978208 0.5895 -2.3264 1.9026 -0.21
N -2.502461 0.542085 2.670759 -0.2091 0.2506 -0.0424 -0.46
N 1.314266 -0.814957 -1.756950 1.3063 -0.1226 1.2836 -0.68
H 0.902355 2.280223 0.262597 -0.7404 -3.8600 0.3209 0.09
H 1.317350 0.053563 0.945027 -0.2492 0.3236 0.0736 0.22
H -0.077787 0.677755 -1.580569 -1.2626 1.7355 -1.9645 0.24
H -2.896049 0.360298 3.551774 -0.5547 -0.1055 1.0743 0.47
H 1.622545 -1.728537 -1.398803 -0.8967 -0.1069 0.1923 0.44
H 2.200196 -0.293154 -1.610739 -0.6536 0.2850 -0.4352 0.44
H 1.181529 -0.945796 -2.755351 -0.4080 0.2384 -0.1889 0.45
```
Positions in Å, forces in eV/Å.

E_tot, eV: -8263.8917
Energy above the lowest of the compared OMol25 structures with the same formula, charge and spin, kcal per mole: 204.9
Multiplicity: 1
Charge: +1

***

[4]
Density functional theory data (ωB97M-V/def2-TZVPD) for the ion C5H7N2 with charge +1 in a non-equilibrium geometry.

```
14
Properties=species:S:1:pos:R:3:forces:R:3:nbo_charge:R:1
C -2.257161 0.556454 0.442327 -0.6717 -1.8347 2.0629 -0.68
C -1.521804 -0.689825 0.126441 2.0071 2.4889 -0.2677 0.33
N -1.335462 -1.896805 0.187874 0.5774 -1.7113 0.8677 -0.20
C -0.194059 -1.103302 -0.417936 -0.9679 0.4341 -2.2536 -0.07
N 1.035316 -0.675840 0.222752 2.4104 0.9479 0.8639 -0.19
C 1.853422 0.090642 0.891448 -2.5457 -2.5491 -2.7160 0.26
C 2.492971 -0.626717 -0.194787 -0.9719 3.3172 -2.9535 -0.20
H -2.204787 1.171568 -0.386771 -0.2512 1.2740 -1.7656 0.26
H -1.837603 1.138901 1.303763 -0.1830 -0.9167 -0.6046 0.27
H -3.271950 0.200814 0.677978 0.0987 0.7619 -0.0367 0.27
H -0.020273 -1.308427 -1.548534 -0.0469 0.4545 2.3096 0.24
H 1.836996 0.827952 1.621820 -0.0905 1.0423 1.4186 0.26
H 2.784990 -0.092112 -1.214193 -1.0355 -0.8926 2.2600 0.24
H 3.085898 -1.419208 -0.009009 1.6706 -2.8165 0.8152 0.22
```
Positions in Å, forces in eV/Å.

Structure (SMILES): CC1=N[C@@H]1[N+]1=CC1
E_tot, eV: -8266.3762
Energy above the lowest of the compared OMol25 structures with the same formula, charge and spin, kcal per mole: 147.6
Multiplicity: 1
Charge: +1

***

[5]
Density functional theory data (ωB97M-V/def2-TZVPD) for the ion C5H7N2 with charge +1 in a non-equilibrium geometry.

```
14
Properties=species:S:1:pos:R:3:forces:R:3:nbo_charge:R:1
C -0.264759 -1.527359 0.053375 -3.7708 -1.0947 1.8623 0.33
C -2.122867 0.034468 0.081227 0.1278 2.2113 3.3106 -0.17
C -0.044842 1.256050 -0.374280 0.7776 -0.2465 -2.5832 -0.06
C 1.751068 -0.251087 0.694828 1.8741 -1.2366 1.9326 -0.20
C 0.997013 -1.031138 -0.355867 1.6109 -0.5674 -3.6922 -0.15
N -1.305476 -0.930007 0.212105 4.0756 -2.2510 -1.3533 -0.25
N 0.912555 0.357636 -0.236778 -0.5495 3.3304 0.1303 -0.29
H -2.225716 0.671285 0.992500 -0.4600 -0.6574 -0.8089 0.24
H -2.893876 -0.016026 -0.611981 -1.0859 0.1552 -1.5047 0.24
H -0.376983 1.134527 -1.415602 -0.5642 0.7119 0.5803 0.22
H -0.029610 2.272527 0.046323 -0.0632 -0.8842 0.4556 0.26
H 1.284407 -0.471315 1.694669 1.0028 0.6562 -0.6496 0.24
H 2.913287 -0.101540 0.589979 -2.6118 -0.2928 0.2444 0.29
H 1.405794 -1.398019 -1.370496 -0.3634 0.1654 2.0758 0.29
```
Positions in Å, forces in eV/Å.

E_tot, eV: -8265.9523
Energy above the lowest of the compared OMol25 structures with the same formula, charge and spin, kcal per mole: 157.4
Multiplicity: 1
Charge: +1

***

[6]
Density functional theory data (ωB97M-V/def2-TZVPD) for the ion C5H7N2 with charge +1 in a non-equilibrium geometry.

```
14
Properties=species:S:1:pos:R:3:forces:R:3:nbo_charge:R:1
H -3.383476 -1.405080 -0.152654 2.8576 0.3126 0.1178 0.42
N -2.283770 -1.294937 -0.178896 -3.0707 -0.5932 -0.0967 -0.54
C -1.874024 -0.212895 0.247131 -1.4868 2.4382 0.8465 0.25
N -0.428066 0.028488 0.144857 -1.6322 2.7564 -0.1740 -0.35
C -0.025379 1.394921 -0.106982 -5.7579 2.2307 -0.3077 -0.41
C 0.382477 -0.871587 0.070232 8.0253 -4.4854 -0.3160 0.36
C 2.217374 -0.554314 0.037340 -4.3663 -0.8509 -0.0013 -0.15
C 3.427732 -0.524749 0.018030 -2.1455 -0.2784 -0.2140 -0.12
H -2.433568 0.767006 0.684795 1.2954 -2.4686 -1.0360 0.23
H 0.945637 1.442437 -0.399407 2.7535 0.3832 -0.4143 0.26
H -0.745972 1.765307 -0.972762 1.6734 -0.8383 1.3491 0.25
H -0.408821 2.034307 0.724216 1.0790 -0.4372 -0.3308 0.25
H 0.136852 -1.979441 -0.010649 0.2091 1.6562 0.4466 0.29
H 4.473002 -0.589463 -0.105248 0.5661 0.1748 0.1308 0.27
```
Positions in Å, forces in eV/Å.

Structure (SMILES): [H]/N=C/[N+](C)=C/C#C
E_tot, eV: -8265.9570
Energy above the lowest of the compared OMol25 structures with the same formula, charge and spin, kcal per mole: 157.3
Multiplicity: 1
Charge: +1

***

[7]
Density functional theory data (ωB97M-V/def2-TZVPD) for the ion C5H7N2 with charge +1 in a non-equilibrium geometry.

```
14
Properties=species:S:1:pos:R:3:forces:R:3:nbo_charge:R:1
C 1.260958 -1.020435 3.579816 2.5710 0.5073 4.5107 -0.04
C 0.146827 1.605342 -0.968050 0.9011 3.9070 -0.7623 -0.19
C -0.293783 0.307046 -0.857541 -0.9018 -5.7264 1.9368 0.34
C 0.330194 -0.423098 1.440848 1.2084 -3.1152 4.4920 0.67
C -0.854707 -0.634377 -1.942218 1.1375 0.0525 -0.8443 -0.69
N -0.123496 -0.322674 0.325616 -1.1238 1.9170 -3.9813 -0.41
N 0.640788 -1.109775 2.463849 -1.1271 1.7019 -3.5173 -0.40
H 1.504155 -1.915379 4.326955 -1.0544 1.6597 -2.2746 0.24
H 0.314977 2.241446 -1.880712 -0.3935 -1.3215 0.7811 0.25
H 0.313453 2.143791 -0.035417 0.0239 -0.1455 -0.2065 0.22
H 1.688705 -0.028059 3.995712 -0.8485 -1.5527 -1.0384 0.20
H -0.830591 0.010705 -2.834465 -0.6053 -0.6553 -0.0315 0.24
H -1.836442 -1.186051 -1.793504 1.0633 1.2600 0.2580 0.30
H -0.113244 -1.499887 -2.166544 -0.8506 1.5112 0.6776 0.29
```
Positions in Å, forces in eV/Å.

E_tot, eV: -8265.8837
Expectation value of S²: 2.0225
Energy above the lowest of the compared OMol25 structures with the same formula, charge and spin, kcal per mole: 58.9
Multiplicity: 3
Charge: +1

***

[8]
Density functional theory data (ωB97M-V/def2-TZVPD) for a cluster of 2 separate species, C5H7N2O in total in a non-equilibrium geometry.

```
15
Properties=species:S:1:pos:R:3:forces:R:3:nbo_charge:R:1
C -0.190982 0.419871 -0.030954 -3.0597 1.1625 0.3306 0.58
C 2.083530 0.443254 -0.486762 -0.3112 -0.7453 2.5390 0.71
C -3.135790 0.399523 -0.195041 -0.6976 -3.0274 -0.1675 -0.14
C 0.245811 -0.646197 0.875245 2.9740 -0.1303 -2.2081 -0.56
C 1.769340 -0.748525 0.464018 -1.1651 0.0835 -3.7792 -0.49
N -2.308998 1.278402 -0.381619 2.6865 0.5830 0.1800 -0.17
N 0.700089 1.057500 -0.657402 0.4906 0.5290 -2.0929 -0.59
O 3.071113 0.799834 -0.995152 -0.1512 0.4037 -0.5056 -0.41
H -4.219892 0.561283 -0.383742 0.5896 0.3018 0.2532 0.27
H -2.827929 -0.681491 -0.002135 -0.6024 1.2973 0.0495 0.23
H 0.202016 -0.517408 1.898004 -0.8465 0.7316 2.1163 0.29
H -0.082540 -1.615348 0.592660 -1.3468 -0.6535 0.0003 0.28
H 1.687860 -1.466431 -0.445358 0.8238 0.1591 1.7897 0.25
H 2.499751 -1.011687 1.193354 0.4878 -0.1597 0.2817 0.28
H 0.506621 1.727414 -1.445116 0.1282 -0.5353 1.2129 0.47
```
Positions in Å, forces in eV/Å.

E_tot, eV: -10314.4246
Energy above the lowest of the compared OMol25 structures with the same formula, charge and spin, kcal per mole: 97.0
Multiplicity: 1
Charge: +1

***

> What is the energy above the lowest of the compared OMol25 structures with the same formula, charge and spin in the sixth record?

157.3 kcal per mole